Entry 1:
Molecular formula: C27H74F3N2O34P7
Method: DFT, ωB97M-V/def2-TZVPD

Total charge: 0
SMILES string: CCOC(=O)C(F)(F)F.COP(=O)(OC)OC.COP(=O)(OC)OC.COP(=O)(OC)OC.COP(=O)(OC)OC.COP(=O)(OC)OC.COP(=O)(OC)OC.COP(=O)(OC)OC.C[N+](=O)[O-].C[N+](=O)[O-]
Highest occupied orbital energy: -0.3831 Eh

```
147
Properties=species:S:1:pos:R:3:forces:R:3
C -3.8048 3.1555 -2.5669 1.5 -0.4 -0.1
C -5.2297 2.7836 -2.2660 1.3 -0.6 -0.3
O -6.0768 3.8934 -2.6150 -1.1 -0.2 1.6
C -6.5389 3.9921 -3.8363 0.9 -0.5 -0.1
O -6.1586 3.3320 -4.7596 -0.7 0.2 -0.2
C -7.5202 5.1933 -3.9603 0.0 -0.2 -1.6
F -8.8023 4.9259 -3.6749 0.4 -0.2 0.4
F -7.1158 6.2233 -3.2356 -0.1 0.2 0.2
F -7.4987 5.5490 -5.2660 0.0 0.2 0.5
H -3.4711 2.9555 -3.5853 -0.4 -0.1 -0.1
H -3.1746 2.5206 -1.9338 0.0 -0.1 -0.1
H -3.4718 4.1719 -2.3512 -0.6 0.2 0.3
H -5.2658 2.4637 -1.2243 -0.8 1.1 0.2
H -5.4629 1.8334 -2.7506 -0.4 0.4 -0.7
C 2.5834 -4.1380 -3.8756 1.0 0.8 1.0
O 1.2233 -3.8352 -3.5693 -1.1 0.0 -1.0
P 0.0409 -3.9174 -4.6521 -0.3 0.7 -0.2
O -1.2824 -4.0748 -4.0138 1.1 -0.1 -0.4
O 0.1889 -2.5712 -5.5395 0.6 -1.4 0.4
C -0.6399 -2.3435 -6.6736 -1.3 0.8 -0.4
O 0.5035 -5.0358 -5.7033 -0.5 0.4 0.5
C 0.3811 -6.4253 -5.3269 0.7 0.2 -0.6
H 3.1493 -3.2219 -4.0707 -0.4 0.1 -0.4
H 2.7357 -4.8403 -4.6899 -0.3 -0.1 0.1
H 2.9995 -4.4548 -2.9159 0.0 -0.5 -0.3
H -1.2965 -1.5019 -6.4391 0.0 0.0 0.1
H -1.3223 -3.1475 -6.9512 0.3 -0.4 0.3
H -0.1123 -2.0417 -7.5767 0.7 -0.3 0.3
H 1.3772 -6.8442 -5.4770 0.0 -0.1 0.3
H -0.2640 -6.9176 -6.0509 -0.3 0.1 0.3
H 0.0560 -6.5312 -4.2950 -0.2 -0.1 -0.1
C 1.5501 -1.4456 -0.8685 -0.5 1.6 -0.8
O 0.3989 -1.6881 -0.0447 0.0 -0.4 0.9
P -0.1969 -0.5136 0.8490 -0.6 -0.3 -1.0
O 0.7044 0.1191 1.8118 0.5 0.1 0.4
O -0.7617 0.5158 -0.2327 -0.1 -0.4 0.5
C -0.4132 1.9111 -0.1652 0.9 0.0 0.3
O -1.4982 -1.2016 1.4513 -0.1 0.2 -0.8
C -1.4706 -2.4398 2.1658 0.5 0.1 1.2
H 1.5016 -2.0909 -1.7414 0.1 -0.3 0.3
H 2.5203 -1.4607 -0.3761 -0.2 -0.5 0.4
H 1.3922 -0.4311 -1.2442 0.5 0.0 -0.3
H -0.9595 2.4325 -0.9429 -0.3 0.0 0.2
H 0.6566 2.0425 -0.3488 0.0 -0.2 -0.3
H -0.5520 2.3024 0.8411 -0.6 0.1 -0.1
H -2.0230 -3.2812 1.7490 0.2 0.4 -0.9
H -1.9693 -2.2908 3.1262 0.2 0.3 0.0
H -0.4265 -2.6847 2.3596 -0.1 -0.5 0.0
C 0.7503 -4.8561 -0.0618 -1.5 0.6 -0.8
O 1.5820 -4.6832 1.0616 1.0 0.3 0.8
P 3.1648 -4.6370 0.9621 0.6 0.0 -0.5
O 3.6747 -4.0972 -0.3147 -0.2 -0.1 0.4
O 3.6607 -3.8592 2.2587 -0.7 -0.6 -0.5
C 3.2024 -2.5176 2.5212 0.4 -0.1 -0.1
O 3.5673 -6.1407 1.2625 -0.8 0.1 0.3
C 4.8256 -6.7245 1.4726 1.1 -1.0 0.2
H 0.0951 -3.9896 -0.1958 0.3 0.2 0.4
H 0.0507 -5.6635 0.1602 0.5 -0.4 -0.3
H 1.2722 -4.9036 -1.0180 0.2 -0.6 0.2
H 2.2696 -2.2762 2.0109 -0.1 -0.2 0.2
H 3.9623 -1.8216 2.1635 0.0 0.0 0.2
H 3.1176 -2.4824 3.6038 -0.2 0.4 -0.1
H 5.6541 -6.0416 1.3008 0.0 0.1 -0.1
H 4.9563 -7.6383 0.8853 -0.3 0.5 -0.8
H 4.9543 -7.2013 2.4501 -0.5 0.9 0.5
C -1.9455 6.5510 4.6658 1.0 1.4 -0.8
O -1.5123 5.2254 4.3114 -0.4 -0.3 0.3
P -2.5372 4.2588 3.6070 -1.0 -1.3 -0.5
O -3.3210 4.7730 2.4640 0.8 -0.3 1.0
O -3.4209 3.7057 4.8378 0.0 1.2 -0.5
C -4.7372 3.1435 4.5417 1.4 -0.7 0.1
O -1.6431 2.9814 3.1641 -0.3 0.3 -0.2
C -0.8422 2.1813 4.0431 0.8 1.2 1.1
H -2.9774 6.8327 4.4655 -0.2 -0.8 0.1
H -1.3688 7.2000 4.0023 0.0 0.1 0.1
H -1.6478 6.8342 5.6713 -0.1 -0.6 0.2
H -4.4872 2.0830 4.6128 -0.9 -0.2 -0.3
H -5.0569 3.4364 3.5447 -0.1 0.0 0.1
H -5.4515 3.4202 5.3107 0.2 0.2 0.0
H 0.1848 2.1352 3.6812 -0.2 -0.2 -0.5
H -1.1684 1.1640 4.2416 -0.6 0.1 -0.4
H -0.7460 2.7326 4.9815 -0.2 -0.3 0.3
C 3.8134 2.1834 -0.9382 -0.1 0.3 1.1
O 4.4690 1.1470 -1.6731 -0.6 0.1 -0.7
P 3.7914 0.7588 -3.0792 0.6 -1.5 -0.7
O 2.3325 0.8855 -3.1626 0.4 0.3 0.3
O 4.2618 -0.7651 -3.2953 -0.2 1.6 0.5
C 5.5700 -1.2381 -2.9237 0.0 -0.1 -0.4
O 4.6290 1.5181 -4.2106 -0.4 -0.3 0.2
C 4.6527 2.9489 -4.2782 0.0 0.3 0.8
H 4.3968 3.1045 -0.9699 -0.1 0.0 -0.2
H 3.7504 1.8779 0.1100 0.2 -0.1 -0.1
H 2.7828 2.3490 -1.2510 0.2 0.1 -0.3
H 5.9886 -1.6483 -3.8412 0.1 -0.4 0.2
H 5.4155 -1.9731 -2.1367 0.2 -0.2 -0.1
H 6.2781 -0.4856 -2.5755 -0.4 0.3 0.1
H 4.4926 3.3200 -5.2864 0.2 -0.4 -0.2
H 5.6150 3.2519 -3.8678 0.0 0.3 -0.3
H 3.8715 3.4102 -3.6690 -0.1 -0.2 0.1
C 3.6244 1.4032 3.5649 0.5 -1.6 -0.5
O 4.0685 1.5239 4.9087 -0.3 0.8 0.2
P 4.7436 0.3468 5.7175 -0.3 0.0 0.8
O 5.0265 0.7355 7.1040 0.0 -0.1 -0.7
O 3.7506 -0.8863 5.5484 0.8 -0.3 -0.3
C 2.6111 -1.0859 6.3742 -1.1 0.3 -0.3
O 5.9590 -0.1111 4.8025 -0.7 -0.3 -0.1
C 7.2322 0.4731 4.9505 1.2 1.1 0.9
H 4.1486 0.5608 3.0981 0.2 0.2 -0.1
H 3.8702 2.2911 2.9904 -0.2 0.2 0.3
H 2.5865 1.0747 3.4851 -0.2 0.6 0.2
H 2.4117 -0.2335 7.0214 0.2 0.0 0.1
H 2.6287 -2.0082 6.9513 0.7 0.1 0.1
H 1.7543 -1.1905 5.7041 0.0 0.1 -0.1
H 7.3265 1.1153 5.8338 -0.4 -0.5 0.3
H 7.5168 1.1998 4.1851 -0.4 -0.6 -0.7
H 7.9811 -0.3079 5.0587 -0.1 -0.1 -0.3
C -4.1528 0.4555 1.1153 1.8 1.4 0.0
O -5.0344 0.3758 0.0190 -0.7 -0.1 -0.6
P -5.8409 -0.9502 -0.3353 0.3 -0.8 0.9
O -6.6150 -0.9144 -1.5749 0.3 0.4 0.2
O -4.7137 -2.0856 -0.2175 -1.2 0.1 0.2
C -3.8516 -2.3594 -1.3266 0.8 0.8 -0.1
O -6.6864 -1.2457 1.0054 1.0 -0.4 -0.2
C -8.0755 -1.0552 1.0913 -1.4 0.9 -0.7
H -3.9118 -0.4807 1.6080 -0.6 0.0 0.2
H -4.3775 1.3205 1.7460 -0.9 -0.6 0.4
H -3.1834 0.8355 0.7643 0.0 -0.5 -0.6
H -4.2190 -1.9564 -2.2701 -0.3 -0.3 0.1
H -3.6534 -3.4258 -1.3762 -0.2 0.0 0.0
H -2.9279 -1.8034 -1.1369 0.1 -0.3 0.0
H -8.4799 -0.7959 0.1088 0.0 -0.1 0.0
H -8.3361 -0.2192 1.7455 0.4 0.0 0.1
H -8.6629 -1.9016 1.4487 0.7 -0.4 0.0
C -0.5931 -0.4491 -3.3058 -1.9 0.5 -0.4
N -1.8370 0.3096 -3.7094 0.6 0.6 -0.6
O -2.9023 0.0085 -3.2393 -0.6 -0.2 0.1
O -1.6338 1.2745 -4.4378 -0.3 -0.5 0.2
H -0.9474 -1.3472 -2.8071 0.3 0.1 0.2
H -0.2084 0.3386 -2.6666 1.1 -0.6 0.0
H -0.1298 -0.6729 -4.2579 0.7 0.2 0.4
C 1.3985 3.9668 2.1668 -0.4 -0.7 1.2
N 1.7180 5.0622 1.2358 -1.1 0.6 0.6
O 1.6053 4.8369 0.0504 0.5 -0.1 -0.2
O 1.8763 6.1629 1.7388 0.4 -0.5 -0.4
H 0.3729 4.0931 2.5095 -0.2 0.4 -0.5
H 1.9433 4.0359 3.1061 0.5 0.2 -0.4
H 1.4446 2.9695 1.7389 0.4 0.2 -0.4
```
Positions in Å, forces in eV/Å.

***

Entry 2:
Molecular formula: C27H75O34P7
Method: DFT, ωB97M-V/def2-TZVPD

Total charge: 0
SMILES string: COP(=O)(OC)OC.COP(=O)(OC)OC.COP(=O)(OC)OC.COP(=O)(OC)OC.COP(=O)(OC)OC.COP(=O)(OC)OC.COP(=O)(OC)OC.COC(=O)OC.COC(=O)OC
Highest occupied orbital energy: -0.3787 Eh

```
143
Properties=species:S:1:pos:R:3:forces:R:3
C 0.6904 3.4409 -2.8479 0.0 1.0 0.2
O 0.5216 3.4506 -1.4443 -0.5 0.9 2.5
P -0.0884 4.7824 -0.6906 -1.3 -1.6 -0.8
O -0.3482 5.9101 -1.6091 0.1 -0.8 0.8
O -1.4103 4.2038 0.0764 0.1 1.6 -2.2
C -1.4077 3.4278 1.2447 1.6 -0.5 0.4
O 0.9107 5.0847 0.5024 0.0 -0.2 -0.6
C 1.4671 6.3941 0.6275 0.0 0.6 1.0
H -0.2779 3.1627 -3.2639 0.3 0.1 -0.6
H 1.5009 2.7708 -3.1345 -0.3 -0.2 0.2
H 0.9913 4.4705 -3.0413 -0.2 -0.1 -1.1
H -1.9568 2.4887 1.1772 0.0 0.1 -0.7
H -1.8176 3.9608 2.1027 0.2 0.4 -0.1
H -0.3403 3.2203 1.3204 -0.3 -0.7 1.4
H 2.5519 6.3585 0.5281 -0.1 -0.1 -0.3
H 1.2377 6.7104 1.6451 0.1 0.0 0.1
H 1.0040 7.1494 -0.0074 0.1 -0.4 -0.4
C -2.4429 -5.6965 3.5859 -1.4 0.3 -1.5
O -1.3973 -4.7647 3.8683 -1.0 0.8 0.8
P -1.5425 -3.7022 5.0870 0.3 0.0 -0.3
O -0.8849 -2.3800 4.8855 -1.3 -1.3 -0.3
O -0.8524 -4.5842 6.1806 1.3 0.7 1.0
C -0.0147 -3.8664 7.1057 -0.3 0.3 2.2
O -3.0863 -3.7117 5.5890 0.5 -0.3 -1.1
C -3.4923 -2.9915 6.7599 0.6 1.5 -0.3
H -2.2331 -6.2874 2.6944 0.9 -0.1 0.3
H -3.2845 -5.1166 3.2070 -0.4 0.1 0.4
H -2.8136 -6.3681 4.3603 0.6 0.3 0.5
H -0.5075 -3.8565 8.0779 -0.1 -0.9 0.3
H 0.0250 -2.7792 7.0388 0.4 -0.1 -1.3
H 0.9705 -4.3102 7.2493 -0.2 0.0 -0.5
H -4.3586 -2.3704 6.5318 -0.5 -0.7 -0.1
H -2.7677 -2.1967 6.9370 0.5 -0.2 0.4
H -3.6317 -3.5960 7.6561 0.1 -0.3 -0.4
C 3.8490 3.7162 2.3993 -0.1 1.2 0.1
O 4.7433 3.6760 1.2503 -0.5 -0.7 0.8
P 5.0017 2.3713 0.3833 -1.8 -0.3 -2.2
O 3.9639 1.2769 0.4187 2.0 1.9 0.4
O 6.5008 1.9926 0.7409 -0.2 0.9 0.0
C 7.3060 1.1921 -0.0998 0.2 -1.8 -0.6
O 5.1027 3.0558 -1.1361 2.2 -0.9 3.8
C 3.9573 3.5200 -1.7467 -1.1 -1.3 -2.0
H 4.2857 4.4003 3.1270 0.7 -0.5 0.2
H 3.5741 2.7647 2.8544 0.3 -0.1 -0.4
H 2.9568 4.2992 2.1710 -0.3 -0.6 -0.7
H 7.8570 0.4325 0.4549 -0.3 0.2 0.7
H 8.1034 1.6705 -0.6684 -0.6 0.9 0.0
H 6.6641 0.6021 -0.7539 0.1 0.2 -0.3
H 4.1185 3.0544 -2.7189 -0.8 0.5 -0.7
H 3.8443 4.5942 -1.8933 0.3 0.1 0.6
H 3.0643 3.0301 -1.3585 -0.2 0.4 0.3
C 1.8555 1.5191 -9.0169 -0.7 -0.5 0.5
O 3.0075 0.7267 -9.3921 0.2 -0.2 0.8
P 3.2233 -0.7684 -8.7525 -0.8 0.2 -2.9
O 4.3605 -1.5100 -9.3306 -0.6 0.9 0.7
O 3.1130 -0.5974 -7.1945 -0.4 -0.8 -0.2
C 2.7660 -1.8439 -6.5090 -0.1 0.3 1.5
O 1.8098 -1.4717 -9.1283 -0.4 0.1 -0.8
C 1.3767 -1.9647 -10.4422 0.4 -1.5 0.6
H 1.2132 1.8559 -9.8306 0.5 -0.6 -0.8
H 2.0567 2.4653 -8.5144 0.9 -0.3 0.3
H 1.2209 0.9039 -8.3790 -0.1 0.2 0.2
H 1.8431 -1.7000 -5.9472 -0.3 0.1 -0.7
H 3.4810 -1.9961 -5.7005 0.5 -0.1 -0.5
H 2.6816 -2.7192 -7.1530 0.2 0.3 -0.1
H 0.6511 -1.3903 -11.0182 0.4 0.9 0.5
H 0.8694 -2.9110 -10.2543 -0.3 0.1 0.5
H 2.1591 -2.3375 -11.1034 0.6 0.8 0.2
C -1.0879 0.3265 8.7657 0.0 0.8 0.1
O -0.0682 -0.5976 8.7293 4.7 -2.4 0.8
P 1.5129 -0.1948 8.4584 0.6 1.2 0.7
O 2.6190 -1.1969 8.4187 -2.4 0.6 0.1
O 1.3701 0.6468 7.1120 -0.1 0.1 -0.6
C 1.5450 0.0568 5.7700 0.5 0.0 0.7
O 1.7857 0.9727 9.6051 0.0 -1.1 -1.2
C 2.6893 2.0967 9.3911 -0.8 0.1 -0.5
H -0.9586 1.0314 9.5870 0.1 0.3 -0.1
H -1.9505 -0.2844 9.0317 -0.5 0.5 -0.8
H -0.9475 0.7956 7.7918 -1.6 0.6 0.0
H 2.3393 0.6124 5.2716 0.0 0.0 0.2
H 0.6492 0.1592 5.1574 -0.1 -0.1 0.5
H 1.8357 -0.9868 5.8902 -0.1 0.1 -0.2
H 2.0359 2.8633 8.9746 0.3 0.3 0.0
H 3.5216 1.9355 8.7059 -0.2 -0.6 -0.1
H 3.1298 2.4521 10.3226 -0.4 -0.4 0.2
C -2.9898 -1.7176 -4.3723 0.6 -0.5 0.4
O -2.9565 -0.8099 -5.4562 1.5 0.3 -2.6
P -1.5930 -0.7024 -6.3587 -0.9 -1.6 -1.2
O -0.5745 -1.7919 -6.2300 -1.5 1.6 0.3
O -2.1561 -0.5337 -7.9245 0.3 -0.3 3.6
C -1.6723 -1.4504 -8.8786 -0.6 0.0 -1.9
O -1.0610 0.7338 -6.0161 0.5 -1.1 0.8
C -1.8847 1.8393 -6.2174 -0.5 1.7 -1.1
H -3.7470 -2.4932 -4.4871 -0.7 0.6 0.1
H -3.0752 -1.0299 -3.5310 -0.2 -1.0 0.6
H -2.0807 -2.3189 -4.3866 0.3 0.3 0.5
H -2.4668 -2.0070 -9.3755 -0.7 0.0 0.5
H -0.9855 -2.2283 -8.5451 0.5 0.8 0.2
H -1.3926 -0.7535 -9.6686 1.2 -0.6 -0.2
H -1.3830 2.7178 -5.8118 0.1 -0.1 -0.1
H -2.8950 1.8384 -5.8083 0.1 -0.7 0.4
H -1.9817 1.9222 -7.2999 -0.2 0.5 0.0
C 0.9249 0.2311 1.5472 0.3 0.6 1.0
O -0.1407 0.5347 0.5843 -0.2 -1.4 -0.8
P -0.7107 -0.5924 -0.4557 2.9 0.7 -1.5
O -2.0289 -0.4546 -1.0684 -0.5 0.6 0.7
O 0.4255 -0.7513 -1.6322 -0.9 0.3 -0.2
C 0.0780 -0.9065 -3.0638 0.0 -0.8 0.4
O -0.4313 -1.8753 0.4032 -1.7 -1.2 0.8
C -1.5975 -2.2393 1.2219 0.3 -1.2 0.1
H 1.6059 -0.6158 1.4626 -0.1 0.1 -1.7
H 0.5814 -0.0190 2.5510 -1.1 0.3 0.0
H 1.4732 1.1653 1.6688 0.1 -0.2 -0.3
H -0.2567 -1.9022 -3.3548 -0.3 -0.3 1.0
H 0.9694 -0.8893 -3.6909 0.3 1.0 0.5
H -0.7096 -0.2459 -3.4263 0.4 0.4 0.4
H -2.0455 -1.4262 1.7930 0.4 0.2 0.0
H -1.2832 -3.0579 1.8694 0.4 0.5 0.3
H -2.3977 -2.7111 0.6516 0.1 0.5 -0.6
C 0.9705 4.5494 5.5657 1.2 -0.3 -0.4
O -0.2094 3.7186 5.5516 0.3 1.3 0.4
C -0.3215 2.7682 4.6164 4.4 0.5 -0.8
O 0.6183 2.4641 3.8591 -2.5 0.4 1.1
O -1.4740 2.2257 4.7790 -2.1 -0.5 -0.4
C -1.8965 1.1818 3.9099 1.3 -1.9 -0.6
H 1.8770 3.9702 5.3905 -0.2 -0.5 0.1
H 1.1309 5.0768 6.5060 -0.8 -0.5 0.2
H 1.0476 5.3230 4.8017 -0.9 -0.1 -0.3
H -1.7494 0.2351 4.4298 -0.8 0.0 0.6
H -1.1849 0.9704 3.1117 0.1 1.0 -0.4
H -2.8898 1.2567 3.4674 0.0 0.6 0.6
C -3.8757 -4.1127 -0.9441 -1.1 0.0 0.2
O -4.4991 -5.0486 -1.8562 2.3 -0.6 0.6
C -5.6420 -4.8450 -2.4246 -2.1 2.9 -0.3
O -6.1915 -3.7451 -2.5597 0.8 -2.2 0.2
O -6.1260 -6.0324 -2.7894 -0.2 0.1 -1.3
C -7.4913 -6.1001 -3.1828 -2.3 -0.9 1.3
H -4.0323 -3.0644 -1.1982 0.1 -0.1 -0.4
H -2.8187 -4.3532 -0.8304 -0.2 -0.2 -0.4
H -4.3885 -4.2900 0.0013 0.2 0.1 0.2
H -7.9853 -6.5100 -2.3019 -0.2 0.3 0.4
H -7.8471 -6.8636 -3.8747 1.6 -0.2 -0.7
H -8.0989 -5.2397 -3.4629 1.2 0.7 0.1
```
Positions in Å, forces in eV/Å.